DFT (ωB97M-V/def2-TZVPD) results for a structure of composition C50H37Cl5N7O3S3V at a distorted geometry.

Summary:
Electronic energy: -189831.7784 eV
Charge: -1
⟨S²⟩: 0.78
HOMO-LUMO gap (alpha / beta): 5.5072 / 6.0873 eV
Spin multiplicity: 2
Strongest force on any atom: 0.04458 Eh/bohr
Energy relative to the best compared isomer or geometry (same formula, charge and spin): 2.9698 eV

Each line ends with the Mulliken spin population.
Positions of all 106 atoms, in Å:
V1 0.345 0.041 0.030  1.197
O1 3.906 4.055 -0.321  0.000
C1 3.787 3.653 -1.596  0.002
C2 4.469 4.372 -2.578  -0.001
C3 4.375 4.009 -3.905  0.001
C4 3.591 2.929 -4.286  -0.001
C5 2.930 2.198 -3.324  0.001
C6 3.022 2.538 -1.976  0.005
C7 2.259 1.724 -1.012  -0.002
O2 1.610 0.722 -1.409  -0.059
N1 2.294 2.060 0.268  -0.018
N2 1.647 1.167 1.009  -0.006
C8 1.764 1.207 2.303  -0.010
C9 1.658 0.048 3.113  -0.001
C10 1.587 0.101 4.511  0.002
C11 1.756 -1.032 5.265  -0.005
C12 2.055 -2.245 4.635  -0.001
C13 2.140 -2.333 3.272  -0.004
C14 1.886 -1.207 2.439  0.001
O3 1.898 -1.293 1.173  -0.038
H1 3.332 3.473 0.233  -0.001
H2 5.062 5.220 -2.267  0.000
H3 4.924 4.569 -4.649  0.000
H4 3.493 2.672 -5.330  0.000
H5 2.327 1.344 -3.594  0.001
H6 2.140 2.125 2.753  -0.006
H7 1.378 1.048 4.989  0.000
H8 1.678 -0.992 6.341  0.000
H9 2.220 -3.125 5.241  0.000
H10 2.372 -3.273 2.787  0.001
Cl1 -2.806 -1.566 -0.428  -0.001
C15 -2.544 -0.121 -1.320  0.022
C16 -1.356 0.609 -1.173  -0.041
C17 -1.326 1.738 -2.011  0.009
Cl2 -0.051 2.881 -1.939  0.000
C18 -2.307 2.049 -2.953  -0.007
Cl3 -2.109 3.393 -4.009  -0.001
C19 -3.456 1.278 -3.052  0.006
Cl4 -4.671 1.643 -4.207  0.001
C20 -3.583 0.197 -2.197  -0.004
Cl5 -5.011 -0.760 -2.269  -0.001
C21 1.906 -6.135 -2.786  0.000
C22 0.416 -6.097 -2.616  0.000
C23 -0.381 -7.137 -3.064  0.000
C24 -1.760 -7.100 -2.936  0.000
C25 -2.360 -5.993 -2.363  0.000
C26 -1.588 -4.938 -1.912  0.001
C27 -0.200 -4.987 -2.017  0.000
N3 0.612 -3.939 -1.579  0.000
C28 0.217 -2.866 -0.782  0.028
N4 -0.444 -3.233 0.321  -0.001
C29 -0.838 -2.443 1.405  0.015
C30 -0.666 -1.058 1.351  -0.128
C31 -1.075 -0.348 2.478  0.059
C32 -1.616 -0.979 3.588  0.006
C33 -1.806 -2.348 3.585  0.004
C34 -1.437 -3.104 2.484  -0.005
C35 -1.723 -4.581 2.450  0.000
N5 0.570 -1.651 -1.093  0.000
C36 1.404 -1.563 -2.234  0.012
C37 2.787 -1.532 -2.039  -0.006
C38 3.642 -1.465 -3.119  0.002
C39 3.122 -1.449 -4.406  -0.001
C40 1.755 -1.481 -4.600  0.002
C41 0.872 -1.540 -3.527  -0.006
C42 -0.606 -1.589 -3.775  -0.001
H11 2.223 -7.112 -3.142  0.000
H12 2.409 -5.928 -1.843  0.000
H13 2.231 -5.388 -3.512  0.000
H14 0.087 -7.995 -3.526  0.000
H15 -2.359 -7.925 -3.290  0.000
H16 -3.434 -5.937 -2.277  0.000
H17 -2.065 -4.055 -1.512  0.000
H18 1.403 -3.732 -2.179  -0.001
H19 -0.662 -4.217 0.399  0.001
H20 -0.976 0.731 2.497  0.004
H21 -1.900 -0.397 4.455  0.000
H22 -2.263 -2.836 4.434  0.000
H23 -2.244 -4.870 3.359  0.000
H24 -0.812 -5.176 2.388  0.000
H25 -2.369 -4.836 1.607  0.000
H26 3.157 -1.520 -1.023  -0.001
H27 4.710 -1.414 -2.965  0.000
H28 3.787 -1.404 -5.256  0.000
H29 1.353 -1.458 -5.603  0.000
H30 -0.886 -0.842 -4.515  0.000
H31 -1.153 -1.387 -2.859  0.001
H32 -0.903 -2.569 -4.152  0.000
S1 -4.397 3.889 5.397  0.000
C43 -3.382 3.893 4.099  0.000
S2 -2.914 2.407 3.284  0.000
C44 -1.852 3.385 2.193  0.002
N6 -1.932 4.634 2.474  -0.001
N7 -2.759 4.938 3.500  0.000
C45 -2.796 6.302 3.822  0.000
C46 -3.774 6.865 4.633  0.000
C47 -3.756 8.225 4.882  0.000
C48 -2.785 9.039 4.323  0.000
C49 -1.810 8.476 3.515  0.000
C50 -1.810 7.120 3.264  0.000
S3 -0.905 2.767 0.974  -0.023
H33 -4.542 6.243 5.059  0.000
H34 -4.518 8.651 5.519  0.000
H35 -2.786 10.103 4.507  0.000
H36 -1.042 9.095 3.074  0.000
H37 -1.065 6.675 2.626  0.000

Cartesian forces (eV/Å) of the 3 atoms listed first:
V 0.748 -0.684 -0.002
O 0.040 0.119 -0.045
C -0.006 -0.100 0.052

---

DFT (ωB97M-V/def2-TZVPD) results for a structure of composition C50H38Cl3N2O3P2SSiTi.

Summary:
Electronic energy: -159570.9473 eV
Charge: -1
⟨S²⟩: 2.02
HOMO-LUMO gap (alpha / beta): 5.8134 / 7.4665 eV
Spin multiplicity: 3
Strongest force on any atom: 0.01091 Eh/bohr
Energy relative to the best compared isomer or geometry (same formula, charge and spin): 0.5767 eV

Each line ends with the Mulliken spin population.
Positions of all 101 atoms, in Å:
Ti1 2.238 -0.358 0.892  1.352
O1 1.873 -0.959 2.676  -0.044
C1 1.753 -2.093 3.328  0.048
C2 1.712 -2.082 4.731  -0.027
C3 1.515 -3.243 5.444  0.018
C4 1.357 -4.465 4.785  -0.011
C5 1.430 -4.494 3.409  0.018
C6 1.640 -3.329 2.659  0.019
C7 1.813 -3.447 1.235  0.067
N1 2.062 -2.468 0.442  -0.027
N2 2.339 -2.843 -0.866  0.003
C8 2.638 -1.791 -1.569  0.005
O2 2.610 -0.579 -1.121  -0.076
C9 3.064 -2.006 -2.977  -0.006
C10 2.827 -3.218 -3.620  -0.002
C11 3.179 -3.382 -4.950  0.001
C12 3.772 -2.338 -5.650  -0.001
C13 4.018 -1.132 -5.008  0.001
C14 3.664 -0.965 -3.678  -0.004
H1 1.818 -1.125 5.227  0.000
H2 1.474 -3.202 6.526  0.001
H3 1.194 -5.376 5.346  0.000
H4 1.333 -5.435 2.878  0.000
H5 1.791 -4.446 0.802  -0.002
H6 2.357 -4.016 -3.061  0.000
H7 2.987 -4.326 -5.446  0.000
H8 4.040 -2.465 -6.692  0.000
H9 4.484 -0.315 -5.546  0.000
H10 3.845 -0.031 -3.165  0.002
O3 -1.332 -2.932 0.668  0.002
S1 -0.932 -1.589 0.162  0.046
C15 -2.412 -0.577 0.375  -0.017
C16 -3.573 -0.949 -0.293  0.000
C17 -4.762 -0.312 -0.001  0.000
C18 -4.793 0.666 0.990  0.000
C19 -3.637 1.014 1.665  -0.002
C20 -2.411 0.422 1.347  0.035
P1 -0.838 0.774 2.252  -0.071
C21 -1.372 0.097 3.871  0.001
C22 -1.488 -1.292 3.950  0.006
C23 -1.896 -1.898 5.127  0.000
C24 -2.172 -1.128 6.248  0.000
C25 -2.048 0.252 6.183  0.000
C26 -1.657 0.864 4.998  0.001
C27 -0.818 2.577 2.528  0.002
C28 0.213 3.022 3.361  0.008
C29 0.415 4.372 3.582  0.000
C30 -0.389 5.309 2.944  0.000
C31 -1.390 4.881 2.088  0.000
C32 -1.607 3.524 1.882  -0.001
C33 -0.887 -1.743 -1.638  -0.006
C34 -1.154 -3.004 -2.148  -0.001
C35 -0.966 -3.249 -3.499  0.000
C36 -0.487 -2.239 -4.321  0.001
C37 -0.219 -0.981 -3.800  0.006
C38 -0.424 -0.702 -2.450  -0.025
P2 -0.043 0.906 -1.649  0.001
C39 0.936 1.805 -2.921  0.010
C40 2.287 2.046 -2.686  0.002
C41 3.044 2.755 -3.611  0.000
C42 2.464 3.228 -4.777  0.000
C43 1.114 3.000 -5.017  0.000
C44 0.355 2.302 -4.091  -0.001
C45 -1.626 1.816 -1.857  -0.003
C46 -2.781 1.305 -2.439  0.001
C47 -3.935 2.076 -2.513  0.000
C48 -3.942 3.371 -2.015  0.000
C49 -2.793 3.888 -1.430  0.000
C50 -1.648 3.112 -1.341  -0.002
H11 -3.534 -1.743 -1.030  0.000
H12 -5.668 -0.589 -0.524  0.000
H13 -5.729 1.147 1.246  0.000
H14 -3.682 1.746 2.461  0.001
H15 -1.256 -1.912 3.089  0.008
H16 -1.971 -2.977 5.171  0.000
H17 -2.478 -1.603 7.173  0.000
H18 -2.260 0.860 7.055  0.000
H19 -1.569 1.943 4.954  0.000
H20 0.882 2.298 3.813  0.004
H21 1.224 4.694 4.225  0.000
H22 -0.219 6.368 3.099  0.000
H23 -2.008 5.605 1.568  0.000
H24 -2.377 3.215 1.191  0.000
H25 -1.469 -3.781 -1.463  0.000
H26 -1.164 -4.235 -3.901  0.000
H27 -0.292 -2.434 -5.368  0.000
H28 0.181 -0.214 -4.449  0.000
H29 2.743 1.688 -1.773  0.000
H30 4.092 2.939 -3.408  0.001
H31 3.058 3.780 -5.495  0.000
H32 0.649 3.374 -5.921  0.000
H33 -0.702 2.149 -4.276  0.000
H34 -2.786 0.294 -2.830  0.000
H35 -4.829 1.662 -2.963  0.000
H36 -4.839 3.974 -2.078  0.000
H37 -2.792 4.895 -1.029  0.000
H38 -0.758 3.508 -0.861  0.000
Cl1 5.999 0.504 0.038  0.037
Si1 4.879 -0.626 1.456  0.583
Cl2 5.058 0.567 3.218  0.042
Cl3 2.395 2.039 0.857  -0.003

Cartesian forces (eV/Å) of the 3 atoms listed first:
Ti 0.256 0.472 0.162
O 0.081 0.017 -0.341
C -0.069 -0.034 0.083

---

Q: The lowest energy relative to the best compared isomer or geometry (same formula, charge and spin) belongs to which entry?
A: C50H38Cl3N2O3P2SSiTi

---

Q: Which of these has the highest ⟨S²⟩?
A: C50H38Cl3N2O3P2SSiTi

---

Q: Look up the energy relative to the best compared isomer or geometry (same formula, charge and spin) of the first one.
A: 2.9698 eV